No. 1
Formula: C34H28N4O4PS2Se2TeW
Source: the Open Molecules 2025 dataset
Level of theory: wB97M-V/def2-TZVPD

Summary:
Relative energy (zero: lowest compared OMol25 entry of this formula, charge and spin) ... 38.2 kcal per mole
E_LUMO ... -7.609 eV
Orbital gap ... 6.045 eV
Multiplicity ... 2
Total charge ... +2
M ... 1121.09 g mol⁻¹

```
77
Properties=species:S:1:pos:R:3:forces:R:3
W 0.160 0.375 -0.359 1.0 0.5 0.5
Te 1.228 1.644 1.901 0.3 -0.1 0.0
Se -1.691 -0.982 0.538 -0.1 0.0 -0.5
Se -0.033 2.296 -1.540 -0.5 -0.2 0.1
S 2.445 0.690 -1.160 0.0 -0.1 0.0
S -1.125 -7.573 -5.457 -0.1 -0.8 0.3
P -2.309 1.168 0.823 -0.8 -0.5 -0.6
O -1.912 -8.163 -6.501 0.1 0.1 0.0
O 0.185 -8.280 -5.397 -0.2 0.1 0.0
O -1.694 -7.533 -4.141 0.1 0.1 0.0
O 1.214 -1.202 0.563 0.0 0.0 -0.1
N -0.570 -5.034 -4.972 0.0 0.0 -0.2
N 2.517 -1.478 0.337 -0.1 -0.1 0.1
N 0.161 -1.028 -2.114 -0.3 -0.2 -0.1
N -0.568 -5.736 -7.245 0.1 0.3 0.0
C 3.014 -2.586 0.938 0.0 0.1 0.0
C 0.028 3.289 2.465 0.0 0.2 0.1
C -3.906 2.828 -0.611 0.0 0.0 0.0
C -4.650 0.006 1.849 0.0 0.0 0.0
C -0.244 -3.800 -5.356 0.1 0.1 0.1
C 5.130 -2.084 -0.034 0.0 -0.1 0.1
C -4.244 1.204 -2.832 0.0 0.0 0.0
C -5.687 -0.084 2.759 0.0 0.0 0.0
C -0.084 -2.818 -4.247 0.0 0.0 -0.1
C 0.082 -0.590 -3.385 0.1 -0.1 0.1
C -3.638 1.736 3.207 -0.1 0.0 0.0
C -0.039 -1.445 -4.459 0.0 0.0 0.0
C -1.095 3.911 4.628 0.0 0.0 0.0
C -0.479 2.936 3.845 0.1 0.0 0.0
C -1.516 2.275 6.337 0.0 0.1 0.0
C 4.593 -0.968 -0.627 -0.1 0.1 0.0
C 0.007 -3.270 -2.935 0.0 0.0 0.1
C -4.686 1.637 4.115 0.0 0.0 -0.1
C -0.063 -3.477 -6.692 0.0 -0.1 0.0
C 0.300 0.566 3.478 -0.2 0.1 0.1
C -0.239 -4.500 -7.615 0.0 -0.1 0.0
C -1.615 3.581 5.866 0.0 -0.1 0.0
C -4.799 2.474 -2.813 0.0 0.0 0.0
C -3.630 0.929 2.075 0.5 0.2 0.4
C -4.633 3.286 -1.697 0.0 0.0 -0.1
C -0.364 1.632 4.323 0.0 0.0 0.0
C 4.327 -2.913 0.760 0.0 0.0 0.0
C -5.707 0.730 3.888 0.0 0.0 0.0
C -3.326 1.558 -0.636 0.1 0.3 0.0
C 0.125 -2.359 -1.911 0.0 0.0 -0.1
C -3.496 0.751 -1.753 0.0 -0.1 0.0
C 3.239 -0.664 -0.444 0.2 -0.1 0.0
C -0.887 1.309 5.573 0.0 0.0 0.0
C -0.716 -5.912 -5.945 0.0 0.2 -0.1
H -2.837 2.441 3.387 -0.1 0.0 0.0
H 0.657 4.178 2.457 0.0 0.0 0.1
H -5.373 2.828 -3.658 0.0 0.0 0.0
H -1.916 2.017 7.308 0.0 0.0 0.0
H -4.645 -0.624 0.968 0.0 0.0 0.0
H -3.080 -0.250 -1.778 0.0 0.0 0.0
H -5.078 4.272 -1.672 0.0 0.0 0.0
H -3.804 3.463 0.264 0.0 0.0 0.0
H 1.068 0.005 4.008 0.0 0.1 0.1
H -0.767 3.412 1.731 0.0 0.0 0.0
H -6.488 -0.791 2.589 0.0 0.0 0.0
H 2.303 -3.133 1.538 0.0 0.0 0.0
H 4.721 -3.799 1.235 0.0 0.0 0.0
H -1.161 4.929 4.267 0.0 0.0 0.0
H 0.191 -2.688 -0.884 0.0 0.0 0.0
H 5.192 -0.311 -1.240 0.0 0.0 0.0
H -0.113 -4.326 -8.676 0.0 0.0 0.0
H 0.221 -2.490 -7.025 0.0 0.0 0.0
H -4.699 2.270 4.992 0.0 0.0 0.0
H 6.175 -2.321 -0.180 0.0 0.0 0.0
H -0.112 -1.013 -5.447 0.0 0.0 0.0
H -4.400 0.557 -3.685 0.0 0.0 0.0
H -0.794 0.299 5.951 0.0 0.0 0.0
H 0.126 0.477 -3.536 0.0 0.0 0.0
H -0.415 -0.134 3.051 0.0 0.0 0.0
H -0.034 -4.328 -2.717 0.0 0.0 0.0
H -2.089 4.342 6.472 0.0 0.0 0.0
H -6.525 0.650 4.590 0.0 0.0 0.0
```
Forces are in eV/Å.

No. 2
Formula: C26H80ClO38P8
Source: the Open Molecules 2025 dataset
Level of theory: wB97M-V/def2-TZVPD

Summary:
Relative energy (zero: lowest compared OMol25 entry of this formula, charge and spin) ... 0.0 kcal per mole
E_LUMO ... 1.743 eV
Orbital gap ... 8.151 eV
Total charge ... -1
M ... 1284.13 g mol⁻¹

```
153
Properties=species:S:1:pos:R:3:forces:R:3
Cl 21.380 -22.428 -16.833 -0.8 2.2 0.1
P 21.367 -15.576 -12.777 -0.5 0.9 0.6
P 14.573 -22.978 -20.832 1.7 -1.2 -1.0
P 19.623 -17.476 -24.808 0.0 -0.4 0.4
P 22.145 -24.604 -9.126 -0.5 0.1 0.9
P 29.494 -24.615 -14.260 -0.4 -0.1 -1.1
P 26.448 -28.599 -20.418 -1.0 -1.0 -0.7
P 21.530 -30.485 -13.503 0.3 0.4 0.9
P 19.555 -31.084 -20.101 -0.4 -0.1 0.6
O 22.167 -21.835 -15.774 0.2 -0.9 0.6
O 20.791 -30.049 -19.862 -0.5 -3.5 0.0
O 20.312 -17.930 -26.189 0.0 0.8 0.6
O 22.105 -16.921 -12.234 -1.4 0.7 -0.4
O 15.705 -21.863 -21.149 -0.8 -0.6 -0.2
O 14.428 -23.781 -22.276 1.1 0.7 2.6
O 22.442 -29.845 -12.302 -2.2 -0.5 -0.5
O 21.585 -29.317 -14.646 0.7 -3.6 0.4
O 25.213 -20.569 -21.138 -0.3 -1.0 -1.3
O 22.352 -23.062 -8.609 -0.8 -1.8 -1.4
O 22.099 -23.476 -17.492 0.0 -0.9 0.3
O 20.065 -22.813 -16.353 0.6 -1.1 0.4
O 19.170 -30.918 -21.667 -0.2 0.5 0.8
O 23.344 -25.470 -8.991 -1.4 1.1 -1.0
O 22.466 -31.697 -14.070 -1.5 2.7 -1.1
O 16.619 -18.693 -13.833 -0.6 0.9 0.0
O 20.192 -30.923 -13.008 1.9 0.8 -0.7
O 30.454 -25.903 -14.479 -0.9 1.2 1.4
O 26.164 -29.491 -21.770 0.1 1.5 1.7
O 28.006 -25.199 -14.490 2.7 -0.8 0.7
O 19.737 -32.485 -19.677 0.4 1.2 -0.2
O 25.800 -27.196 -20.711 -0.5 -0.6 -0.8
O 20.843 -17.529 -23.750 -0.5 -0.6 -1.5
O 18.882 -16.202 -24.859 0.6 -1.1 -0.3
O 21.698 -14.321 -12.003 -0.4 -2.4 -2.1
O 13.298 -22.543 -20.265 0.6 0.0 0.1
O 15.441 -24.039 -19.963 -1.5 0.7 -0.7
O 29.703 -23.800 -13.052 0.2 -0.9 -0.8
O 21.134 -21.368 -17.762 0.0 0.8 -1.5
O 29.666 -23.802 -15.655 -0.8 -2.1 1.2
O 20.932 -25.137 -8.164 1.6 1.9 -0.5
O 19.766 -15.944 -12.709 1.7 0.0 0.1
O 21.630 -15.556 -14.407 0.4 -0.1 2.0
O 25.461 -29.257 -19.336 0.2 -0.4 -2.5
O 21.370 -24.499 -10.561 2.1 -0.1 2.0
O 27.838 -28.524 -20.006 1.0 -0.1 0.3
O 18.363 -30.315 -19.314 0.5 -0.9 -1.6
O 18.745 -18.779 -24.367 1.5 0.7 -0.4
C 25.547 -28.970 -17.989 0.4 -0.2 1.9
C 17.380 -19.882 -13.712 -0.3 0.7 -1.1
C 16.644 -24.576 -20.482 1.5 0.0 -0.3
C 25.424 -20.149 -19.831 -0.2 0.8 0.5
C 20.345 -23.541 -10.773 -0.5 0.6 -0.7
C 21.258 -16.690 -15.195 -1.1 -1.0 -0.4
C 20.564 -17.603 -22.358 -0.8 0.6 0.5
C 17.667 -19.268 -25.165 -0.9 0.7 0.9
C 23.754 -29.347 -12.392 0.6 -0.5 -0.8
C 26.272 -26.005 -20.106 -0.2 0.9 0.3
C 30.338 -22.611 -15.792 0.5 1.7 -0.5
C 20.667 -28.782 -20.365 -0.2 2.3 -0.6
C 30.619 -26.572 -15.703 -0.1 -0.1 -1.5
C 18.777 -14.992 -13.028 -2.0 0.2 -0.2
C 22.486 -22.797 -7.236 0.1 0.5 1.4
C 17.901 -30.655 -18.019 -0.3 1.4 1.6
C 26.911 -24.340 -14.489 -1.4 0.5 -1.0
C 20.846 -28.160 -14.422 -0.1 1.9 0.3
C 20.955 -19.202 -26.226 -0.8 -1.1 0.9
C 27.087 -30.504 -22.163 0.0 -0.9 -0.5
C 21.546 -17.813 -11.223 -0.2 0.1 -0.1
C 22.767 -32.723 -13.199 1.0 -1.5 1.4
C 20.140 -31.098 -22.712 0.6 -0.4 0.3
C 16.281 -20.984 -20.152 -0.7 0.3 -0.4
C 20.417 -26.375 -8.531 -0.8 -1.6 0.4
C 13.840 -23.148 -23.376 -0.6 0.2 -0.5
H 14.597 -22.737 -24.045 0.1 0.1 0.0
H 19.359 -26.239 -8.754 0.0 -0.2 -0.3
H 15.825 -20.006 -20.308 0.0 0.1 0.1
H 20.459 -27.747 -15.353 -0.2 -0.5 -0.1
H 20.509 -16.417 -15.939 0.2 0.6 -0.1
H 16.851 -30.931 -17.921 0.1 -0.7 -1.0
H 19.989 -32.056 -23.208 -0.1 -0.1 0.2
H 22.056 -17.210 -15.727 0.5 0.6 0.3
H 24.599 -28.602 -17.596 0.0 0.3 -0.2
H 20.508 -27.059 -7.687 -0.1 0.1 0.2
H 17.992 -15.474 -13.610 0.4 -0.4 -0.5
H 26.312 -24.398 -13.580 0.3 0.0 0.1
H 20.190 -19.953 -26.029 -0.2 -0.2 -0.6
H 16.835 -19.211 -24.464 -0.3 -0.4 -0.3
H 20.631 -28.095 -19.519 -0.1 0.2 -0.2
H 26.308 -24.701 -15.322 -0.4 0.2 0.1
H 19.514 -24.090 -11.216 0.0 0.2 0.0
H 16.036 -21.292 -19.135 0.3 -0.2 -0.1
H 20.596 -18.610 -21.942 0.2 -0.1 -0.4
H 20.561 -17.513 -10.866 0.1 0.4 -0.1
H 31.267 -22.742 -16.346 0.1 -0.1 0.0
H 17.408 -18.595 -25.982 0.3 -0.2 -0.2
H 19.995 -22.973 -9.911 0.2 -0.5 0.4
H 25.753 -29.891 -17.443 0.0 -0.2 0.0
H 26.383 -28.319 -17.736 -0.1 0.3 -0.1
H 17.857 -29.696 -17.502 0.3 0.2 0.1
H 23.847 -28.281 -12.596 -0.5 0.2 0.5
H 18.158 -14.696 -12.181 0.7 0.1 0.7
H 21.564 -27.406 -14.097 -0.2 0.2 0.4
H 20.949 -26.897 -9.325 0.0 0.4 -0.3
H 21.424 -19.395 -27.191 0.0 0.4 0.3
H 26.903 -25.444 -20.796 0.3 -0.3 0.1
H 26.756 -26.195 -19.148 0.2 0.0 -0.2
H 23.808 -32.628 -12.892 0.2 0.0 0.0
H 17.810 -20.302 -25.477 0.3 0.2 -0.1
H 25.109 -20.924 -19.132 0.3 -0.2 -0.2
H 22.671 -33.701 -13.670 -0.2 0.2 -0.3
H 13.280 -23.918 -23.906 -0.1 0.1 -0.1
H 21.577 -19.394 -25.352 0.7 0.6 -0.3
H 24.235 -29.798 -13.260 0.4 -0.3 0.1
H 29.674 -21.983 -16.387 0.2 0.3 0.0
H 16.570 -25.643 -20.691 -0.3 0.1 0.2
H 26.470 -19.867 -19.708 0.1 0.0 0.5
H 20.097 -30.331 -23.485 -0.4 0.3 0.4
H 25.376 -19.857 -21.761 0.0 0.1 0.2
H 18.523 -31.271 -17.370 0.2 -0.4 -0.7
H 21.267 -16.949 -21.841 0.0 -0.1 -0.1
H 16.643 -18.342 -14.726 0.1 -0.2 -0.1
H 30.241 -27.594 -15.699 -0.2 0.1 0.4
H 21.403 -18.809 -11.641 0.3 0.1 -0.3
H 19.788 -28.658 -20.998 -0.2 0.1 0.2
H 17.041 -24.098 -21.378 -0.7 0.2 -0.3
H 17.348 -20.898 -20.355 -0.1 -0.3 0.2
H 31.669 -26.620 -15.992 0.2 0.1 0.4
H 22.235 -17.871 -10.380 0.1 0.2 -0.2
H 20.048 -28.289 -13.691 0.0 0.0 -0.1
H 27.397 -30.379 -23.201 0.1 0.7 0.1
H 19.552 -17.222 -22.226 0.0 0.1 0.5
H 26.568 -31.460 -22.216 -0.2 0.0 0.5
H 21.652 -22.215 -6.843 -0.3 0.1 -0.4
H 20.726 -22.791 -11.465 -0.1 -0.2 -0.2
H 19.030 -14.079 -13.568 0.8 -0.2 0.1
H 21.145 -31.082 -22.289 0.1 0.0 0.0
H 20.739 -17.482 -14.655 0.2 0.1 0.6
H 27.966 -30.616 -21.527 -0.2 0.4 0.1
H 21.509 -28.507 -21.001 0.3 -0.2 0.2
H 23.371 -22.185 -7.062 0.2 -0.2 -0.2
H 22.186 -32.758 -12.278 -0.3 0.3 -0.1
H 16.966 -20.646 -14.370 -0.4 -0.6 0.6
H 30.131 -26.038 -16.518 -0.2 0.0 0.0
H 24.780 -19.296 -19.618 0.1 0.3 0.3
H 18.354 -19.719 -14.175 0.6 -0.1 0.9
H 27.168 -23.312 -14.744 0.1 0.1 0.3
H 17.305 -20.049 -12.638 0.7 -0.8 -0.3
H 22.519 -23.671 -6.587 0.3 -0.3 -0.4
H 17.476 -24.394 -19.801 -0.3 -0.2 0.6
H 30.557 -22.102 -14.853 -0.1 -0.2 0.1
H 13.158 -22.364 -23.048 -0.1 0.1 -0.2
H 24.225 -29.654 -11.458 0.3 0.3 -0.2
H 25.418 -25.356 -19.915 -0.2 -0.2 0.0
```
Forces are in eV/Å.

No. 3
Formula: C5H5NO2
Source: the Open Molecules 2025 dataset
Level of theory: wB97M-V/def2-TZVPD

Summary:
Relative energy (zero: lowest compared OMol25 entry of this formula, charge and spin) ... 191.8 kcal per mole
E_LUMO (spin up / spin down) ... -0.304 / -0.303 eV
Orbital gap (spin up / spin down) ... 7.649 / 7.649 eV
M ... 111.10 g mol⁻¹

```
13
Properties=species:S:1:pos:R:3:forces:R:3
O 0.266 -1.277 0.650 -1.7 0.1 1.6
O -0.257 1.948 1.647 0.5 1.2 0.9
N 1.017 -0.221 -1.711 -1.6 1.8 3.3
C -0.783 0.781 1.100 -1.9 -0.2 -0.6
C 0.171 -0.053 0.387 1.4 1.2 -2.2
C -0.909 2.082 0.423 -4.1 1.0 1.7
C 0.682 -2.066 -0.247 2.4 -2.4 -3.9
C 1.181 -1.436 -1.430 -1.3 0.2 1.4
H -0.328 2.184 -0.373 2.8 0.6 -3.3
H -1.888 2.701 0.273 1.6 -1.4 1.1
H 0.813 -3.121 -0.187 -0.1 -0.4 1.3
H -1.730 0.438 1.586 1.1 -0.3 -0.3
H 1.765 -1.959 -2.119 0.8 -1.4 -1.1
```
Forces are in eV/Å.

No. 4
Formula: C4H4Br2N2
Source: the Open Molecules 2025 dataset
Level of theory: wB97M-V/def2-TZVPD

Summary:
Relative energy (zero: lowest compared OMol25 entry of this formula, charge and spin) ... 40.7 kcal per mole
E_LUMO ... 0.277 eV
Orbital gap ... 8.250 eV
M ... 239.90 g mol⁻¹

```
12
Properties=species:S:1:pos:R:3:forces:R:3
Br 1.696 3.107 -1.709 0.0 -0.5 0.5
Br 2.802 2.823 2.580 -0.3 -0.7 0.1
N -0.335 0.290 -1.486 0.2 -1.7 1.7
N 0.131 0.154 0.821 1.4 2.4 -1.8
C 1.276 1.871 -0.375 -0.6 -1.9 3.9
C 1.832 1.505 1.722 -0.8 2.2 -4.6
C 0.350 0.870 -0.368 1.4 -0.1 -0.8
C 0.911 0.585 1.890 -1.6 -2.3 2.2
H -0.066 -0.731 -1.666 -0.3 2.3 0.2
H -0.226 0.881 -2.261 0.2 0.4 -1.4
H 0.635 0.071 2.870 0.7 0.9 -1.3
H -0.502 -0.580 0.609 -0.4 -0.9 1.4
```
Forces are in eV/Å.

Question: The highest M belongs to which entry?
Answer: C26H80ClO38P8

Question: The lowest M belongs to which entry?
Answer: C5H5NO2